Record 1
Entry from the OMol25 dataset: a molecular structure, C9H18CdFINO6P2 (the ωB97M-V functional and the def2-TZVPD basis).

Highest occupied orbital energy ... -11.274 eV
Energy above the lowest of the compared OMol25 structures with the same formula, charge and spin ... 80.2 kcal/mol
Net charge ... +1
Frontier orbital gap ... 3.2 eV

Each line ends with the Löwdin charge.
CARTESIAN COORDINATES (ANGSTROEM)
1 C -1.274 3.424 2.384  -0.056
2 C -0.817 2.559 1.097  -0.337
3 N 0.155 3.046 0.382  0.119
4 C -1.561 1.182 0.848  -0.037
5 C -0.831 0.197 -0.156  -0.361
6 C -1.209 -1.355 -0.173  -0.110
7 C -1.336 -2.044 1.263  -0.170
8 C -0.172 -3.084 1.613  -0.072
9 C 0.913 -2.433 2.601  -0.404
10 O 1.700 -3.155 3.226  0.048
11 O 0.975 -1.030 2.793  0.039
12 O 0.616 0.148 0.066  -0.280
13 P 1.564 0.316 -1.379  0.389
14 F 2.012 -1.357 -1.128  -0.351
15 P 2.710 0.088 -3.271  0.539
16 O 3.406 -1.476 -3.271  -0.510
17 I 1.009 0.022 -5.062  0.618
18 O 0.170 -0.013 -2.401  -0.507
19 C -0.957 0.575 -1.737  -0.377
20 O -1.040 1.960 -2.100  -0.038
21 H -1.963 2.827 3.066  0.074
22 H -1.682 4.440 2.097  0.082
23 H -0.310 3.579 2.985  0.088
24 H 0.441 3.961 0.784  0.067
25 H -1.780 0.737 1.870  0.117
26 H -2.588 1.442 0.402  0.143
27 H -2.194 -1.503 -0.738  0.120
28 H -0.427 -1.937 -0.758  0.113
29 H -1.427 -1.329 2.134  0.101
30 H -2.309 -2.652 1.243  0.116
31 H -0.652 -3.930 2.215  0.129
32 H 0.309 -3.529 0.684  0.127
33 H 1.730 -0.875 3.406  0.127
34 H 1.439 1.754 -1.452  0.026
35 H 2.722 0.606 -0.550  0.040
36 H 4.329 -1.428 -2.948  0.064
37 H -1.909 0.097 -2.164  0.161
38 H -1.914 2.329 -1.876  0.107
39 Cd 2.152 -2.161 -5.996  1.055

Forces on the atoms, in the same order (eV/Å):
C 0.74 -1.18 0.11
C 0.81 1.48 0.40
N -1.77 -0.91 1.14
C -0.03 0.64 -0.55
C 1.88 -1.00 -1.40
C -1.05 -0.19 0.74
C -0.49 -0.94 -0.29
C -0.56 1.24 0.94
C 1.77 -1.01 1.00
O -1.87 1.69 -1.56
O -0.37 -2.19 -0.47
O -0.66 1.18 -1.38
P -1.21 -0.56 4.62
F -0.72 0.67 -0.98
P 2.58 -0.48 0.85
O -0.47 1.29 -1.05
I -0.70 -0.03 -0.54
O -0.70 0.74 1.78
C -1.96 -0.06 -0.39
O 0.23 -0.67 0.20
H 0.60 1.01 -0.97
H 0.29 -1.36 0.29
H -1.39 -0.10 -0.83
H -0.23 -0.69 -0.25
H 0.47 0.31 -1.40
H 1.28 -0.36 0.64
H 1.15 0.26 0.87
H -0.84 1.12 0.64
H 0.11 -0.66 -1.20
H 1.34 0.90 0.11
H 1.00 1.11 -0.78
H -0.34 0.72 1.32
H -0.59 -0.41 -0.45
H -0.32 -0.57 -1.04
H 0.26 -0.47 -0.79
H -0.46 -0.02 -0.24
H 1.36 0.26 0.62
H 0.53 -0.43 0.00
Cd 0.33 -0.33 0.29



Record 2
Entry from the OMol25 dataset: 5 unconnected molecules or ions with the total composition C9H18Cl10O2 (the ωB97M-V functional and the def2-TZVPD basis).

Highest occupied orbital energy ... -10.359 eV
Energy above the lowest of the compared OMol25 structures with the same formula, charge and spin ... 4.8 kcal/mol
Net charge ... 0
SMILES ... ClC(Cl)(Cl)Cl.ClCCCl.ClCCCl.ClCCCl.OCCO
Frontier orbital gap ... 10.3 eV

Each line ends with the Löwdin charge.
CARTESIAN COORDINATES (ANGSTROEM)
1 C -3.758 2.987 -15.194  -2.051
2 Cl -4.985 3.205 -13.938  0.540
3 Cl -2.801 1.566 -14.820  0.573
4 Cl -4.583 2.721 -16.742  0.531
5 Cl -2.740 4.405 -15.292  0.570
6 C -4.759 -1.576 -14.964  -0.256
7 C -4.797 -2.906 -15.671  -0.268
8 O -3.591 -3.219 -16.322  -0.052
9 O -3.864 -1.729 -13.860  -0.081
10 H -5.767 -1.317 -14.619  0.119
11 H -4.390 -0.781 -15.620  0.089
12 H -5.614 -2.919 -16.393  0.120
13 H -5.039 -3.657 -14.903  0.124
14 H -2.910 -3.304 -15.645  0.087
15 H -3.762 -0.886 -13.410  0.058
16 Cl -10.048 5.590 -13.789  0.548
17 C -9.964 3.921 -14.426  -0.674
18 C -8.724 3.255 -13.908  -0.708
19 Cl -8.690 1.563 -14.426  0.556
20 H -9.980 3.987 -15.512  0.071
21 H -10.872 3.409 -14.118  0.068
22 H -8.713 3.280 -12.821  0.071
23 H -7.838 3.761 -14.283  0.034
24 Cl -2.815 9.257 -15.456  0.544
25 C -2.711 8.701 -17.145  -0.670
26 C -1.798 7.517 -17.280  -0.690
27 Cl -0.089 7.981 -17.189  0.557
28 H -2.338 9.534 -17.738  0.064
29 H -3.712 8.461 -17.496  0.074
30 H -1.968 7.031 -18.239  0.076
31 H -2.012 6.801 -16.490  0.008
32 Cl -7.222 1.168 -20.661  0.528
33 C -5.445 1.114 -20.955  -0.662
34 C -4.780 0.353 -19.849  -0.654
35 Cl -3.023 0.230 -20.239  0.535
36 H -5.097 2.141 -21.000  0.068
37 H -5.300 0.645 -21.924  0.066
38 H -5.141 -0.664 -19.749  0.070
39 H -4.834 0.883 -18.905  0.016

Forces on the atoms, in the same order (eV/Å):
C -0.43 -0.21 -0.08
Cl 0.03 0.06 0.07
Cl 0.28 -0.15 0.08
Cl 0.00 0.11 -0.03
Cl 0.15 0.15 0.02
C 0.11 0.19 0.18
C -0.33 -0.08 0.54
O 0.14 -0.06 -0.17
O 0.00 -0.03 0.00
H 0.04 0.00 0.01
H -0.12 -0.08 -0.15
H 0.17 0.03 -0.21
H 0.02 -0.01 -0.15
H -0.04 0.06 -0.03
H -0.03 0.01 -0.04
Cl 0.03 0.01 0.00
C -0.54 0.15 -0.32
C 0.13 0.31 0.31
Cl 0.08 -0.27 -0.13
H 0.15 0.00 0.03
H 0.08 -0.03 0.14
H 0.04 -0.08 -0.02
H 0.04 -0.10 -0.03
Cl -0.07 0.03 0.02
C 0.06 0.38 -0.23
C -0.31 -0.30 -0.03
Cl 0.14 -0.03 0.06
H -0.03 0.02 0.04
H -0.05 -0.10 0.18
H 0.11 0.05 -0.03
H 0.15 -0.01 -0.02
Cl 0.19 0.01 0.02
C -0.46 0.15 -0.20
C 0.69 -0.07 0.02
Cl -0.15 0.03 0.04
H 0.03 0.00 0.02
H 0.03 -0.07 0.02
H -0.14 0.02 0.02
H -0.16 -0.09 0.07



Record 3
Entry from the OMol25 dataset: a molecular structure, C9H18Cl2N2O2OsP (the ωB97M-V functional and the def2-TZVPD basis).

Highest occupied orbital energy (spin up / spin down) ... -19.103 / -18.649 eV
Net charge ... +3
Frontier orbital gap (spin up / spin down) ... 8.6 / 3.5 eV
2S+1 ... 5

Each line ends with the Löwdin charge.
CARTESIAN COORDINATES (ANGSTROEM)
1 C 5.471 1.982 -3.149  0.026
2 C 4.039 1.781 -2.745  -0.604
3 H 5.978 2.588 -2.396  0.124
4 H 5.505 2.471 -4.126  0.136
5 H 5.956 1.007 -3.252  0.133
6 O 3.481 2.185 -1.777  0.332
7 Cl 3.138 0.770 -3.979  0.831
8 Os 0.000 0.000 0.000  1.117
9 P 1.112 -1.870 0.800  0.633
10 C 1.243 -2.073 2.616  -0.215
11 C 0.380 -3.455 0.246  -0.208
12 H 2.853 -1.937 -0.860  0.027
13 H 3.309 -2.928 0.563  0.085
14 H 3.416 -1.143 0.625  0.059
15 C 2.849 -1.991 0.231  -0.230
16 H 0.316 -3.436 -0.845  0.037
17 H 0.987 -4.307 0.572  0.089
18 H 1.785 -2.989 2.871  0.084
19 H 0.239 -2.111 3.049  0.066
20 H -0.630 -3.547 0.653  0.069
21 H 1.764 -1.210 3.040  0.065
22 C -0.364 0.638 1.666  -0.389
23 O -0.598 1.049 2.736  0.181
24 Cl 0.476 -0.837 -2.183  0.013
25 C -5.183 1.814 -0.858  -0.005
26 N -4.267 1.554 0.228  -0.132
27 C -4.666 1.784 1.612  0.002
28 C -2.986 1.067 -0.061  -0.050
29 N -1.907 0.662 -0.226  -0.009
30 H -6.160 2.194 -0.490  0.126
31 H -5.365 0.875 -1.419  0.122
32 H -4.744 2.578 -1.532  0.122
33 H -4.622 0.838 2.194  0.119
34 H -4.001 2.535 2.089  0.118
35 H -5.708 2.169 1.686  0.126

Forces on the atoms, in the same order (eV/Å):
C 0.75 0.53 0.55
C 0.15 -0.97 -1.92
H -0.03 -0.04 -0.08
H -0.32 0.04 -0.03
H -0.26 -0.14 0.08
O -0.33 -0.27 -0.29
Cl 0.36 1.01 1.38
Os -0.89 -1.28 -5.40
P 2.12 -2.90 1.62
C -0.39 0.74 -0.20
C -0.69 0.70 -0.46
H 0.09 -0.13 0.09
H -0.28 0.11 0.07
H 0.03 -0.14 0.02
C -0.20 0.72 -0.36
H 0.00 -0.16 0.10
H 0.09 0.36 0.13
H -0.08 0.11 -0.26
H 0.10 -0.08 0.03
H 0.08 -0.12 -0.04
H 0.02 -0.12 0.05
C -0.59 2.78 8.22
O 0.70 -1.57 -4.21
Cl -0.23 0.65 1.30
C -0.78 0.22 -1.80
N 4.58 -1.75 -0.82
C 0.09 -0.01 1.81
C -5.45 2.06 1.49
N 0.37 0.03 -0.43
H 0.90 -0.31 0.03
H 0.04 0.60 0.22
H -0.36 -0.43 0.25
H -0.01 0.55 -0.35
H -0.37 -0.45 -0.31
H 0.82 -0.34 -0.51



Record 4
Entry from the OMol25 dataset: a molecular structure, C9H18Cl2S4Y (the ωB97M-V functional and the def2-TZVPD basis).

Highest occupied orbital energy ... -20.094 eV
Energy above the lowest of the compared OMol25 structures with the same formula, charge and spin ... 0.0 kcal/mol
Net charge ... +3
Frontier orbital gap ... 8.9 eV

Each line ends with the Löwdin charge.
CARTESIAN COORDINATES (ANGSTROEM)
1 Y 0.130 -0.849 1.337  0.888
2 C -0.127 2.816 1.111  -0.450
3 C -1.226 2.189 0.264  -0.454
4 S -2.047 0.841 1.195  0.881
5 C -3.157 0.072 -0.036  -0.451
6 C -2.477 -0.568 -1.235  -0.446
7 S -1.394 -1.951 -0.726  0.861
8 C -0.231 -2.134 -2.118  -0.456
9 C 0.689 -0.951 -2.365  -0.440
10 S 1.698 -0.574 -0.887  0.873
11 C 2.101 1.201 -1.059  -0.438
12 C 2.483 1.797 0.284  -0.459
13 S 1.238 1.706 1.616  0.853
14 H -0.528 3.207 2.047  0.101
15 H 0.324 3.662 0.589  0.116
16 H -0.845 1.814 -0.686  0.067
17 H -1.991 2.938 0.051  0.118
18 H -3.849 0.849 -0.364  0.116
19 H -3.748 -0.648 0.535  0.102
20 H -1.900 0.156 -1.807  0.078
21 H -3.239 -0.983 -1.897  0.116
22 H -0.823 -2.340 -3.011  0.118
23 H 0.328 -3.046 -1.902  0.102
24 H 0.145 -0.047 -2.639  0.085
25 H 1.373 -1.189 -3.181  0.115
26 H 1.247 1.707 -1.510  0.085
27 H 2.945 1.282 -1.746  0.116
28 H 2.748 2.849 0.166  0.115
29 H 3.364 1.307 0.704  0.100
30 Cl 2.091 -1.506 3.264  0.612
31 C 1.424 -3.145 3.571  -0.782
32 Cl -0.031 -3.380 2.541  0.614
33 H 1.120 -3.201 4.611  0.072
34 H 2.166 -3.882 3.282  0.071

Forces on the atoms, in the same order (eV/Å):
Y 0.01 -0.05 0.06
C -0.03 0.04 0.03
C 0.02 0.03 -0.04
S 0.04 0.02 -0.03
C -0.03 -0.02 -0.02
C -0.02 0.06 -0.01
S -0.01 0.04 0.04
C 0.03 -0.04 -0.05
C -0.02 0.05 -0.01
S 0.06 -0.01 -0.08
C -0.04 0.03 -0.02
C 0.08 0.01 0.00
S -0.05 -0.03 -0.03
H 0.02 -0.02 0.01
H 0.00 -0.02 -0.03
H -0.01 -0.02 0.02
H -0.01 -0.01 0.03
H 0.01 0.01 -0.01
H 0.02 0.00 0.01
H 0.01 -0.01 0.01
H 0.01 -0.03 0.01
H -0.01 0.01 0.01
H -0.01 0.00 0.03
H 0.00 -0.01 0.01
H 0.01 -0.01 0.02
H 0.00 -0.01 0.01
H 0.01 -0.02 0.01
H -0.03 0.01 0.00
H -0.02 0.00 0.01
Cl -0.04 0.00 0.00
C 0.00 0.02 -0.02
Cl 0.00 -0.01 -0.01
H 0.01 -0.03 0.00
H 0.00 -0.01 0.04



Record 5
Entry from the OMol25 dataset: a molecular structure, C9H18F3I2O3P2Sc (the ωB97M-V functional and the def2-TZVPD basis).

Highest occupied orbital energy (spin up / spin down) ... -16.715 / -16.719 eV
Net charge ... +2
Frontier orbital gap (spin up / spin down) ... 5.4 / 5.3 eV

Each line ends with the Löwdin charge.
CARTESIAN COORDINATES (ANGSTROEM)
1 I 1.807 2.174 -0.061  0.719
2 I -0.382 -0.506 -2.970  0.710
3 Sc 0.007 0.043 -0.248  -0.011
4 P -1.631 2.254 -0.495  0.730
5 C -2.200 2.763 1.166  -0.216
6 C -1.192 3.842 -1.332  -0.262
7 H -2.097 4.462 -1.450  0.074
8 H -3.800 2.789 -1.482  0.080
9 H -0.784 3.591 -2.325  0.057
10 H -2.978 1.400 -2.283  0.029
11 H -1.325 3.004 1.782  0.058
12 H -0.424 4.379 -0.754  0.038
13 C -3.216 1.873 -1.323  -0.224
14 H -2.827 3.660 1.055  0.083
15 H -3.778 1.163 -0.705  0.070
16 H -2.761 1.953 1.654  0.041
17 P 2.205 -1.578 -0.808  0.720
18 C 3.048 -2.336 0.634  -0.241
19 C 2.120 -3.015 -1.948  -0.265
20 H 3.306 -0.104 -2.420  0.045
21 H 4.381 -1.448 -1.911  0.072
22 H 4.119 -0.025 -0.839  0.038
23 C 3.650 -0.702 -1.565  -0.268
24 H 1.676 -2.715 -2.906  0.012
25 H 3.142 -3.389 -2.105  0.071
26 H 3.768 -3.096 0.302  0.080
27 H 2.290 -2.807 1.274  0.054
28 H 1.493 -3.814 -1.529  0.070
29 H 3.563 -1.566 1.221  0.060
30 C 1.069 -0.273 1.940  -0.087
31 O 1.360 -0.449 3.039  0.189
32 F -1.600 -1.736 4.102  0.155
33 C -1.807 -2.147 2.822  -0.469
34 F -0.678 -2.787 2.380  0.109
35 F -2.788 -3.089 2.859  0.167
36 C -2.178 -0.886 1.967  -0.446
37 O -3.086 -0.188 2.384  0.153
38 O -1.474 -0.695 0.876  -0.193

Forces on the atoms, in the same order (eV/Å):
I -0.17 0.43 -0.24
I 0.00 -0.06 -0.21
Sc -1.02 -0.89 1.60
P -1.13 1.88 0.14
C 0.54 -0.26 0.25
C 0.46 -0.50 -0.08
H 0.39 -0.30 0.14
H 0.28 -0.15 0.12
H -0.14 0.30 0.28
H -0.40 0.16 0.02
H -0.26 0.09 0.00
H -0.29 -0.08 -0.22
C 0.35 -0.96 -0.19
H 0.15 -0.25 -0.04
H 0.06 0.12 -0.18
H 0.13 0.22 -0.22
P 1.83 -0.77 -0.64
C -0.70 0.14 0.50
C -0.59 -0.04 0.02
H 0.23 -0.14 0.11
H -0.24 0.24 0.20
H -0.07 -0.20 -0.15
C -0.54 0.44 -0.12
H 0.24 -0.14 0.09
H -0.38 0.12 0.04
H -0.21 0.27 -0.04
H 0.31 -0.09 -0.05
H 0.16 0.17 -0.08
H -0.05 -0.17 -0.13
C 0.85 -0.87 4.19
O -0.93 0.71 -3.96
F 0.08 -0.34 -1.40
C -0.25 -1.29 1.20
F -0.67 0.82 0.21
F 0.99 1.41 -0.40
C -1.94 0.37 1.33
O 1.68 -0.98 -1.05
O 1.23 0.60 -1.06



Record 6
Entry from the OMol25 dataset: 2 unconnected molecules or ions with the total composition C9H18F3N2O2 (the ωB97M-V functional and the def2-TZVPD basis).

Highest occupied orbital energy ... -1.361 eV
Energy above the lowest of the compared OMol25 structures with the same formula, charge and spin ... 0.0 kcal/mol
Net charge ... -1
Frontier orbital gap ... 3.8 eV

Each line ends with the Löwdin charge.
CARTESIAN COORDINATES (ANGSTROEM)
1 C -2.123 3.414 -0.170  -0.169
2 C -1.783 2.371 1.092  -0.237
3 C -0.529 1.445 0.587  -0.295
4 N 0.117 0.562 1.590  -0.119
5 C 0.877 1.210 2.703  -0.345
6 N -0.077 1.793 3.772  -0.081
7 C 1.711 2.574 2.206  -0.280
8 F 2.521 2.339 0.979  -0.059
9 F 2.724 2.801 3.306  -0.101
10 F 0.878 3.795 2.177  -0.065
11 H -2.492 4.420 0.354  0.064
12 H -1.172 3.683 -0.798  0.065
13 H -3.040 3.049 -0.818  0.058
14 H -2.713 1.670 1.203  0.094
15 H -1.565 3.061 2.009  0.086
16 H -1.007 0.714 -0.233  0.110
17 H 0.195 2.135 -0.057  0.103
18 H 0.673 -0.221 1.138  0.074
19 H 0.431 1.851 4.703  0.048
20 H -0.923 1.185 3.837  0.039
21 O 1.202 -0.539 -1.259  0.095
22 C 0.923 -1.612 -1.789  -0.491
23 O -0.208 -2.271 -1.452  -0.005
24 C -0.716 -3.428 -2.140  -0.234
25 C -0.071 -4.696 -1.616  -0.073
26 C 1.879 -2.260 -2.750  0.001
27 H -0.615 -3.319 -3.224  0.111
28 H -1.792 -3.463 -1.933  0.123
29 H 1.009 -4.699 -1.788  0.066
30 H -0.501 -5.577 -2.101  0.077
31 H -0.219 -4.782 -0.534  0.087
32 H 2.638 -2.808 -2.188  0.097
33 H 2.363 -1.474 -3.339  0.094
34 H 1.401 -2.923 -3.466  0.062

Forces on the atoms, in the same order (eV/Å):
C -0.77 0.70 1.24
C 0.28 0.43 -1.58
C -1.00 -0.35 -1.74
N 0.56 0.94 0.06
C 0.85 1.47 -0.94
N 0.32 -0.45 0.25
C -0.37 -2.58 1.61
F -2.07 1.59 3.03
F -2.10 0.50 -2.93
F 2.89 -1.68 -0.68
H 0.76 -1.98 -1.31
H -1.90 -0.70 1.08
H 2.09 0.61 1.02
H 1.69 1.40 0.27
H -0.27 -1.87 -1.54
H 0.90 1.51 1.53
H -1.13 -1.22 1.56
H -1.01 1.84 0.74
H -1.02 -0.61 -1.68
H 1.27 0.50 0.10
O -0.89 -2.39 -1.07
C 0.80 1.86 1.03
O -0.43 0.23 0.04
C 0.18 0.00 0.11
C 0.25 -0.07 0.12
C 0.07 0.19 -0.71
H 0.12 0.01 0.12
H 0.25 0.28 0.09
H -0.14 -0.02 -0.08
H 0.00 0.06 0.03
H -0.08 0.05 -0.19
H -0.07 0.05 -0.04
H 0.02 -0.11 0.37
H -0.01 -0.23 0.08



What did we get for largest force on an atom? Answer: 4.81, 0.69, 8.70, 0.10, 4.36, 4.00 eV/A, in the order shown.